This record from the OMol25 dataset describes a structure of composition C8H18N2S2 at a distorted geometry. The level of theory is the ωB97M-V functional and the def2-TZVPD basis.

Computed properties:
- Kohn-Sham gap (eV) = 7.85
- energy above the lowest of the compared OMol25 structures with the same formula, charge and spin (eV) = 3.404
- lowest unoccupied orbital energy (eV) = -0.2162
- E_HOMO (Eh) = -0.29649
- E (Ha) = -1221.332852
- spin multiplicity = 1

The geometry in XYZ format:
```
30
C8H18N2S2, DFT the ωB97M-V functional and the def2-TZVPD basis
C -1.193 -3.012 -0.003
C 0.312 2.160 -2.440
C -0.872 -1.406 2.541
C 0.805 2.781 -1.064
C 1.960 1.827 -0.448
C 1.447 0.481 0.063
C 0.469 0.391 1.398
C -0.047 -1.043 1.368
N -1.566 -0.344 -0.403
N -0.593 -1.269 0.033
S -0.405 -4.229 0.698
S -2.450 -3.190 -1.226
H -0.236 1.211 -2.348
H 1.329 2.060 -3.025
H -0.398 2.935 -2.892
H -1.126 -2.542 2.547
H -1.826 -0.954 2.438
H -0.287 -1.107 3.411
H 0.026 2.860 -0.409
H 1.249 3.700 -1.295
H 2.373 2.594 0.336
H 2.814 1.582 -1.148
H 2.325 -0.217 0.322
H 0.855 -0.010 -0.779
H -0.358 0.976 1.324
H 1.047 0.453 2.350
H 0.846 -1.748 1.317
H -2.286 -0.094 0.209
H -1.805 -0.469 -1.361
H -2.411 -4.376 -1.515
```

Formally, the Löwdin partial charges of the atoms, in units of the elementary charge, are as follows: number 1, C, carries -1.066; number 2, C, carries -0.115; number 3, C, carries -0.081; number 4, C, carries -0.231; number 5, C, carries -0.222; number 6, C, carries -0.181; number 7, C, carries -0.115; number 8, C, carries -0.504; number 9, N, carries 0.030; number 10, N, carries -0.149; number 11, S, carries 0.654; number 12, S, carries 0.761; number 13, H, carries 0.031; number 14, H, carries 0.101; number 15, H, carries 0.076; number 16, H, carries 0.063; number 17, H, carries 0.063; number 18, H, carries 0.087; number 19, H, carries 0.054; number 20, H, carries 0.069; number 21, H, carries 0.122; number 22, H, carries 0.108; number 23, H, carries 0.124; number 24, H, carries 0.094; number 25, H, carries 0.056; number 26, H, carries 0.125; number 27, H, carries 0.133; number 28, H, carries 0.071; number 29, H, carries 0.059; number 30, H, carries -0.216